The following is a DFT calculation (ωB97M-V/def2-TZVPD) of the molecule C5H11PS at a distorted geometry.

Bonds (Å) are listed after each position.
Cartesian coordinates (Å):
1 C -1.41079 -0.70088 -0.14433  C2 1.440, C3 1.485, H8 1.134, H9 1.167
2 C -1.43079 0.68459 -0.53803  C1 1.440, C4 1.511, H10 1.136, H11 1.100
3 C -0.37413 -0.84077 0.90941  C1 1.485, C5 1.524, H12 1.046, H13 1.123
4 C -0.09410 1.26508 -0.13808  C2 1.511, C5 1.510, H14 1.125, H15 1.108
5 C 0.70000 0.17492 0.54017  C3 1.524, C4 1.510, P6 2.015, H16 1.186
6 P 2.09644 -0.47471 -0.75882  C5 2.015, S7 2.149, H17 1.570
7 S 3.90602 0.16422 0.20833  P6 2.149, H18 1.344
8 H -2.42360 -1.12915 0.13353  C1 1.134
9 H -1.08944 -1.47951 -0.95255  C1 1.167
10 H -1.53758 0.98312 -1.62850  C2 1.136
11 H -2.30158 1.04413 0.02922  C2 1.100
12 H -0.78989 -0.56058 1.82772  C3 1.046
13 H 0.04360 -1.84647 1.18522  C3 1.123
14 H 0.45238 1.71751 -1.01148  C4 1.125
15 H -0.36081 2.13079 0.49992  C4 1.108
16 H 1.41840 0.52275 1.41759  C5 1.186
17 H 2.01389 -1.93151 -0.17818  P6 1.570
18 H 4.69317 0.53393 -0.81680  S7 1.344

## Properties
Total charge = 0
HOMO-LUMO gap = 0.36132 Ha
E = -25486.138 eV
Molar mass = 134.18 g/mol
SMILES = SPC1CCCC1

Atomic partial charges in e from the natural (NBO) method, atoms 1 to 2: -0.41, -0.43